No. 1
{
  "formula": "C2H3LiO2",
  "method": "ωB97M-V with the def2-TZVPD basis set",
  "spin_multiplicity": 1,
  "total_charge": 0,
  "lumo_energy_ev": -0.904,
  "species": ["Li", "O", "O", "C", "C", "H", "H", "H"],
  "xyz": [[-1.3968, -2.3381, 0.1053], [0.8754, -2.2474, 0.5176], [0.1120, -1.9881, -1.6101], [1.0061, -2.0579, -0.7228], [2.4683, -1.9289, -1.2318], [2.8417, -2.9345, -1.4883], [2.5224, -1.2933, -2.1316], [3.1235, -1.4975, -0.4564]]
}

No. 2
{
  "formula": "C3H10O3",
  "method": "ωB97M-V with the def2-TZVPD basis set",
  "spin_multiplicity": 1,
  "total_charge": 0,
  "lumo_energy_ev": -5.298,
  "species": ["C", "C", "C", "O", "H", "H", "H", "H", "H", "H", "H", "H", "O", "H", "H", "O"],
  "xyz": [[0.8051, -1.0297, -0.0069], [0.4463, 0.1128, -0.9013], [1.1639, 1.2468, -0.7743], [-2.2951, -1.2113, -0.8921], [1.7584, -0.8652, 0.6485], [-0.0447, -1.0081, 0.6271], [0.8169, -1.9441, -0.6258], [-0.5240, 0.1076, -1.4084], [0.8537, 2.1299, -1.2390], [-3.1903, -1.5208, -0.9439], [-2.2187, -0.2529, -0.1412], [-2.3708, 1.2882, 0.9356], [-1.8219, 0.4990, 0.6985], [1.9857, 1.3484, 0.0216], [2.6167, 0.7340, 2.2993], [2.0187, 0.3654, 1.7026]]
}